Computed, not measured: a single C5H6N2O2 molecule at a distorted geometry, with ωB97M-V with the def2-TZVPD basis set.

Last column: Löwdin charge in e.
Cartesian coordinates (Å):
H -3.00 -2.58 0.87  0.048
N -2.32 -1.84 1.05  0.096
C -1.80 -1.40 -0.02  -0.184
C -0.80 -0.34 0.01  -0.325
C -0.14 0.05 1.14  -0.105
N 0.20 0.31 2.28  0.188
O -0.24 0.06 -1.15  -0.027
C 1.30 0.17 -0.78  -0.390
C 1.76 1.57 -1.07  0.025
O 1.94 -0.82 -0.71  0.175
H -2.07 -1.70 -1.04  0.125
H -0.46 0.79 2.89  0.089
H 1.26 2.29 -0.43  0.090
H 1.53 1.80 -2.11  0.099
H 2.84 1.63 -0.94  0.097

Computed properties:
**HOMO-LUMO gap**: 0.2869 Ha
**Total charge**: 0
**Energy relative to the best compared isomer or geometry (same formula, charge and spin)**: 81.3 kcal/mol
**HOMO**: -8.04 eV
**Max |F|**: 3.61 eV Å⁻¹



Computed, not measured: a single C13H16O molecule at a distorted geometry, with ωB97M-V with the def2-TZVPD basis set.

Last column: Löwdin charge in e.
Cartesian coordinates (Å):
C -1.00 -2.98 -3.39  -0.043
O 0.27 -2.86 -2.70  -0.093
C 0.33 -2.04 -1.60  -0.242
C 1.50 -1.28 -1.23  0.014
C 1.49 -0.34 -0.17  -0.240
C 2.85 0.33 -0.23  -0.069
C 0.38 -0.18 0.59  -0.151
C 0.29 1.01 1.52  -0.030
C -0.21 1.48 2.98  -0.041
C -0.98 2.13 2.22  -0.138
C -2.02 3.18 1.90  -0.052
C -0.81 -0.95 0.25  -0.218
C -2.03 -0.76 1.13  -0.043
C -0.77 -1.90 -0.71  -0.010
H -1.81 -3.15 -2.72  0.057
H -0.78 -3.55 -4.22  0.061
H -1.34 -1.99 -3.81  0.112
H 2.24 -1.38 -2.02  0.117
H 2.74 1.05 -1.15  0.125
H 3.34 0.85 0.53  0.044
H 3.66 -0.22 -0.78  0.081
H 1.25 1.51 1.18  0.094
H 0.04 1.30 4.01  0.085
H -1.46 4.03 1.67  0.049
H -2.47 3.32 2.84  0.048
H -2.94 3.10 1.15  0.130
H -2.29 -1.76 1.58  0.096
H -1.91 -0.10 1.99  0.040
H -2.91 -0.35 0.52  0.106
H -1.74 -2.32 -1.02  0.111

Computed properties:
**HOMO-LUMO gap**: 0.3035 Ha
**Total charge**: 0
**Energy relative to the best compared isomer or geometry (same formula, charge and spin)**: 91.4 kcal/mol
**HOMO**: -7.36 eV
**Max |F|**: 4.35 eV Å⁻¹